The following is a quantum chemistry calculation of a molecular structure, C5H11N at a distorted geometry, from the OMol25 dataset.

Results
- 2S+1: 1
- Frontier orbital gap: 9.94 eV
- LUMO: 0.744 eV

Each line ends with the Löwdin charge.
Atoms and positions in Å:
C 1.28470 1.86622 2.02711  -0.211
N 0.51702 0.62087 1.96284  -0.055
C 0.34592 0.53233 0.23862  -0.206
C -1.27819 -1.87567 -2.34209  -0.139
C -0.97741 -0.60917 -1.59723  -0.169
C -0.32085 -0.69954 -0.40720  -0.123
H 2.32273 1.76655 1.68524  0.076
H 0.81629 2.67814 1.45527  0.068
H 1.30872 2.19116 3.06418  0.070
H 0.99371 -0.00945 1.24250  0.013
H 1.22447 0.69273 -0.41516  0.124
H -0.34549 1.35388 0.09025  0.107
H -1.84427 -1.67831 -3.25373  0.059
H -0.39876 -2.39882 -2.71819  0.073
H -1.86753 -2.61742 -1.79742  0.071
H -0.00189 -0.15818 -1.93187  0.121
H -0.18744 -1.55113 0.28045  0.122